Entry from the Open Molecules 2025 dataset: 3 unconnected molecules or ions with the total composition C40H65F3I2N4O6 in a non-equilibrium geometry (wB97M-V/def2-TZVPD).

For the HOMO-LUMO gap (spin up / spin down), the calculation gives 8.0751 / 8.0730 eV. Its total energy is -85120.907 eV. The spin multiplicity is 3. The expectation value of S² is 2.009. The highest occupied orbital energy (spin up / spin down) is -8.47 / -8.47 eV. The molecular weight comes out at 1008.8 g mol⁻¹.

Geometry as XYZ:
```
120
Properties=species:S:1:pos:R:3:forces:R:3:lowdin_spin:R:1
C 6.6466 -5.5019 2.4193 -0.36 -1.23 1.08 0.0000
O 6.8857 -5.7122 1.0027 -0.34 2.19 1.38 0.0000
C 7.0623 -4.4083 0.3834 0.52 -0.06 -1.58 0.0000
C 5.8829 -4.1461 -0.7132 1.14 0.93 0.01 0.0000
C 4.9227 -2.9911 -0.1564 0.28 0.44 1.35 0.0000
C 3.4593 -2.9207 -0.8153 1.92 -1.46 -0.43 0.0000
C 3.7256 -2.9688 -2.3980 0.23 0.78 -1.62 0.0000
C 4.8151 -1.8727 -2.9060 -0.62 2.92 2.39 0.0000
O 4.9915 -0.7587 -2.3747 -0.69 -4.45 -2.13 0.0000
I 5.9974 -2.4202 -4.6867 -0.53 0.12 0.69 0.0000
N 2.9405 -4.3266 -0.5626 -2.41 -0.27 0.45 0.0000
C 1.5398 -4.2787 -0.0861 -0.73 0.33 -0.30 0.0000
O 0.6098 -5.0987 -0.2278 3.76 2.90 0.50 0.0000
C 1.5223 -2.8244 0.6605 -3.46 -1.10 -0.73 0.0000
I 2.2765 -3.4161 2.6527 0.58 0.27 -0.50 0.0000
C -0.0261 -2.5331 0.9707 -0.63 0.27 -0.74 0.0000
O -0.4986 -3.4592 2.0192 -2.07 0.19 -1.93 0.0000
C -1.8767 -3.7362 1.7335 -4.70 -0.10 -0.03 0.0001
C -2.4140 -5.0131 1.0489 -1.82 1.48 0.72 0.0000
C -3.9437 -5.2817 0.7988 0.72 3.54 1.95 0.0000
C -4.9841 -4.2331 1.2625 3.84 0.89 0.56 0.0000
C -4.4647 -2.9324 1.9235 2.33 -2.08 -0.80 0.0000
C -2.9440 -2.6698 2.1655 -1.17 -3.07 -1.53 0.0005
C 2.3929 -1.8176 -0.2327 0.76 0.11 1.67 0.0000
C 3.0276 -0.7091 0.7674 0.26 0.32 -0.29 0.0000
C 1.9569 0.0500 1.6888 0.21 1.17 -0.36 0.0000
N 2.5624 1.4010 2.0330 -0.64 -1.02 0.32 0.0000
C 1.6950 -0.9077 -1.3508 -0.78 -0.09 -0.93 0.0000
C 0.4857 -1.5999 -2.1609 -0.12 1.03 -0.98 0.0000
C -0.7897 -0.6147 -2.1126 -0.73 -0.70 0.08 0.0000
F -1.9261 -1.2303 -2.7294 2.64 1.83 1.27 0.0000
F -0.4897 0.6130 -2.7786 -0.97 -2.73 1.50 0.0000
F -1.1983 -0.2860 -0.7887 0.91 -0.48 -2.97 0.0000
H 6.1345 -6.4553 2.8222 0.83 1.45 -0.68 0.0000
H 7.6304 -5.3828 3.0164 -1.46 0.05 -1.04 0.0000
H 5.9324 -4.6286 2.6345 1.10 -1.14 -0.42 0.0000
H 8.0808 -4.4391 -0.1626 -1.59 0.05 0.76 0.0000
H 7.1417 -3.5448 1.1439 -0.35 -1.39 -1.06 0.0000
H 6.4276 -3.7512 -1.6515 -0.96 -0.64 1.26 0.0000
H 5.3672 -5.1182 -1.0078 0.68 1.29 0.67 0.0000
H 5.5045 -1.9919 -0.1954 -1.12 -1.55 -0.13 0.0000
H 4.7842 -3.1980 0.9764 0.02 0.34 -1.78 0.0000
H 4.0905 -3.9966 -2.7803 -0.58 1.68 1.05 0.0000
H 2.7871 -2.7467 -3.0426 1.39 -0.29 1.09 0.0000
H 3.3912 -4.8383 0.2120 0.37 0.40 -0.72 0.0000
H -0.2784 -1.4617 1.2664 0.61 -1.41 -0.24 0.0000
H -0.6907 -2.7750 0.0537 1.42 0.45 1.25 0.0000
H -1.6968 -5.8300 0.7175 -0.94 1.38 0.52 0.0000
H -4.3214 -6.2345 0.2925 0.92 1.52 0.86 0.0000
H -6.1197 -4.3452 1.1516 2.04 -0.03 0.04 0.0000
H -5.2314 -2.1407 2.2481 1.46 -1.34 -0.49 0.0001
H -2.6046 -1.7098 2.6767 -0.60 -1.48 -0.74 0.0002
H 3.5265 0.0763 0.0782 -0.70 -1.16 1.20 0.0000
H 3.8314 -1.1158 1.4663 -1.08 0.41 -1.10 0.0000
H 1.7414 -0.4502 2.6909 0.37 0.35 -1.56 0.0000
H 0.9644 0.2719 1.1668 1.18 -0.85 0.48 0.0000
H 1.9487 1.8073 2.7593 0.63 0.10 -0.86 0.0000
H 2.6173 1.9988 1.1986 -0.31 -0.29 0.65 0.0000
H 2.4683 -0.5785 -2.1465 -0.98 -0.67 1.62 0.0000
H 1.2710 0.0893 -0.9451 0.90 -1.81 -0.20 0.0000
H 0.2404 -2.6696 -1.8575 0.01 1.63 -0.19 0.0000
H 0.7750 -1.6462 -3.2813 -0.67 0.09 1.75 0.0000
C -2.1853 2.8910 5.8705 0.22 -0.03 0.44 0.0017
C -3.1670 2.0573 4.9968 1.17 1.81 -0.17 0.0238
C -4.5916 2.6728 4.9858 -0.37 -0.40 0.04 0.0140
C -5.4570 2.3451 6.1953 -0.03 0.10 0.06 0.0008
C -5.4415 0.8499 6.4820 -0.03 0.17 -0.40 0.0133
C -4.0077 0.3088 6.6429 -0.04 -0.55 2.09 0.0242
N -3.1373 0.6398 5.4685 -2.83 -1.39 -3.02 0.3278
O -3.5281 -0.1511 4.4330 1.27 1.07 1.86 0.5861
C -3.4222 0.8802 7.9587 0.11 0.40 -0.04 0.0008
C -4.0651 -1.2172 6.9072 0.15 -0.04 -0.68 -0.0007
C -2.6154 2.2518 3.5546 -0.29 -0.87 -0.05 -0.0010
H -1.8370 2.3682 6.7600 -0.23 -0.01 -0.03 0.0011
H -1.2608 3.1219 5.3320 -0.25 0.01 -0.13 -0.0001
H -2.6250 3.8386 6.1916 0.00 -0.07 -0.03 -0.0002
H -5.1300 2.3154 4.0989 0.23 -0.12 0.02 0.0023
H -4.5298 3.7596 4.8759 0.28 -0.11 -0.05 0.0010
H -5.1241 2.9165 7.0666 0.02 -0.08 0.03 0.0003
H -6.4867 2.6662 6.0014 0.13 0.01 0.01 0.0009
H -6.0261 0.6504 7.3859 0.27 -0.13 0.02 0.0009
H -5.9576 0.3234 5.6691 0.23 -0.02 -0.01 0.0028
H -2.3923 0.5477 8.1117 -0.05 0.02 -0.08 0.0009
H -4.0050 0.5397 8.8200 -0.03 -0.13 -0.26 -0.0004
H -3.4419 1.9699 8.0078 0.07 -0.09 -0.07 0.0000
H -4.5791 -1.7652 6.1152 0.16 0.15 -0.07 -0.0007
H -4.6061 -1.4303 7.8337 0.07 0.32 -0.06 -0.0003
H -3.0576 -1.6335 7.0143 -0.11 0.09 -0.09 0.0002
H -1.6328 1.7843 3.4358 -0.11 -0.01 0.09 0.0002
H -2.5052 3.3165 3.3313 -0.06 -0.03 0.34 -0.0003
H -3.2819 1.8414 2.7916 0.08 -0.11 0.17 -0.0004
C 1.6231 5.5375 -6.3176 0.36 -0.27 0.18 0.0016
C 0.1742 5.3836 -6.8643 1.45 1.55 0.22 0.0231
C -0.8812 5.8979 -5.8492 -0.42 -0.34 0.02 0.0136
C -1.2448 4.9276 -4.7329 0.03 0.05 0.10 0.0008
C -1.5626 3.5493 -5.2965 -0.14 0.35 -0.15 0.0129
C -0.4172 3.0073 -6.1731 0.64 -1.62 1.20 0.0239
N -0.0343 3.9595 -7.2653 -4.05 0.64 -1.45 0.3213
O -1.0235 3.9312 -8.1998 2.17 -0.25 1.26 0.5958
C 0.7868 2.6920 -5.2508 0.21 0.31 0.14 0.0008
C -0.8163 1.6179 -6.7311 -0.15 0.35 -0.56 -0.0008
C 0.1332 6.3847 -8.0549 -0.51 -0.68 -0.34 -0.0010
H 2.1250 4.5893 -6.1307 -0.21 0.01 0.08 0.0011
H 2.2776 6.0343 -7.0406 -0.27 0.09 0.03 -0.0001
H 1.6533 6.1185 -5.3923 -0.03 -0.03 -0.05 -0.0002
H -1.8092 6.1339 -6.3851 0.17 -0.11 -0.16 0.0023
H -0.5475 6.8413 -5.4068 0.19 -0.06 -0.23 0.0010
H -0.4371 4.8754 -3.9970 0.01 -0.08 -0.03 0.0003
H -2.1189 5.3085 -4.1926 0.12 0.00 -0.05 0.0009
H -1.7669 2.8605 -4.4702 0.20 -0.13 -0.18 0.0008
H -2.4922 3.6048 -5.8771 0.20 -0.01 -0.14 0.0028
H 1.6417 2.3258 -5.8256 -0.07 0.08 -0.04 0.0009
H 0.5248 1.9146 -4.5272 -0.18 0.07 -0.25 -0.0004
H 1.1145 3.5448 -4.6543 0.01 -0.03 -0.13 0.0000
H -1.7421 1.6435 -7.3088 0.15 0.17 -0.04 -0.0008
H -0.9778 0.9048 -5.9172 0.12 0.29 0.10 -0.0003
H -0.0245 1.2110 -7.3695 -0.09 0.13 0.04 0.0002
H 0.7975 6.0695 -8.8653 -0.07 -0.05 0.13 0.0001
H 0.4570 7.3765 -7.7274 0.08 -0.23 0.26 -0.0003
H -0.8720 6.5058 -8.4665 0.11 -0.20 0.03 -0.0005
```
Forces are in eV/Å.


Entry from the Open Molecules 2025 dataset: 3 unconnected molecules or ions with the total composition C2H11NO2 in a non-equilibrium geometry (wB97M-V/def2-TZVPD).

For the HOMO-LUMO gap, the calculation gives 9.9034 eV. Its total energy is -7836.672 eV. The SMILES is CCN.O.O. The highest occupied orbital energy is -9.21 eV. The molecular weight comes out at 81.1 g mol⁻¹.

Geometry as XYZ:
```
16
Properties=species:S:1:pos:R:3:forces:R:3:nbo_charge:R:1
C -0.5940 1.5950 -0.8109 1.17 -1.03 -0.25 -0.6302
C -1.1133 0.1534 -0.8884 0.18 0.11 -0.58 -0.2066
N -0.2579 -0.6605 -1.7389 -0.34 0.31 1.47 -0.8703
H -0.8915 2.0409 -1.7565 -0.30 0.91 0.50 0.2238
H -0.7616 2.0704 0.1487 -0.93 0.60 -0.28 0.2046
H 0.5072 1.6244 -0.8457 -0.07 -0.40 -0.07 0.1977
H -1.2689 -0.2846 0.1044 0.07 -0.06 -0.07 0.1480
H -2.0715 0.1757 -1.4095 -0.30 0.04 0.48 0.1866
H -0.7449 -1.1450 -2.4554 0.47 -0.15 -0.68 0.3838
H 0.6708 -0.3000 -1.8379 -0.03 -0.19 -0.85 0.3637
H -0.2284 -0.6205 1.9848 -0.61 -1.11 -0.11 0.4835
H -0.3449 0.8576 2.0734 0.19 0.12 0.23 0.4750
O 0.2093 0.1241 2.3707 -0.38 1.33 0.62 -0.9160
H 1.4963 -0.9027 -0.1493 0.01 -0.51 0.05 0.4536
H 1.2448 -0.5097 1.2959 0.95 -0.81 -0.51 0.4725
O 1.5744 -1.2656 0.7414 -0.07 0.84 0.04 -0.9696
```
Forces are in eV/Å.


Entry from the Open Molecules 2025 dataset: a molecular structure, C39H28AuF5NO3P2S2 (wB97M-V/def2-TZVPD).

For the HOMO-LUMO gap (spin up / spin down), the calculation gives 8.4147 / 6.1108 eV. Its total energy is -106050.369 eV. The charge is +1. The spin multiplicity is 3. The expectation value of S² is 2.034. The highest occupied orbital energy (spin up / spin down) is -10.99 / -11.42 eV. The molecular weight comes out at 976.7 g mol⁻¹.

Geometry as XYZ:
```
81
Properties=species:S:1:pos:R:3:forces:R:3:lowdin_spin:R:1
Au -0.4790 1.0354 0.1791 -0.04 -0.23 0.14 0.3578
C 0.6129 -2.0762 0.6823 0.08 -0.02 -0.08 0.0237
C 1.6041 -1.1276 1.3591 -0.07 0.02 0.04 -0.0027
P 0.6931 0.3214 2.0084 0.01 -0.07 -0.09 0.0648
C 1.8852 1.3425 2.8844 -0.02 0.05 0.02 0.0162
C 1.6528 1.7229 4.2048 0.00 0.08 -0.01 0.0081
C 2.5854 2.5060 4.8698 -0.01 0.01 -0.01 0.0001
C 3.7433 2.9112 4.2229 0.00 0.00 -0.01 0.0084
C 3.9745 2.5379 2.9042 -0.02 0.00 0.01 0.0000
C 3.0471 1.7595 2.2331 0.04 -0.08 -0.05 0.0147
C -0.4739 -0.3328 3.2162 -0.07 -0.02 0.00 0.0088
C -0.0535 -1.2506 4.1813 -0.01 0.01 0.04 0.0012
C -0.9622 -1.7589 5.0946 -0.02 0.00 -0.01 0.0004
C -2.2925 -1.3525 5.0532 0.01 -0.02 0.01 -0.0002
C -2.7162 -0.4379 4.1009 0.03 -0.01 -0.02 0.0002
C -1.8087 0.0708 3.1805 0.03 -0.03 0.02 0.0053
P -0.2661 -1.2870 -0.7099 0.20 0.03 0.10 0.2423
C -1.6444 -2.3448 -1.1466 -0.12 0.13 0.07 0.0312
C -2.0687 -2.3910 -2.4769 -0.04 -0.01 0.02 0.0268
C -3.1605 -3.1706 -2.8235 0.01 0.02 0.03 -0.0025
C -3.8344 -3.8972 -1.8509 -0.01 -0.01 -0.02 0.0306
C -3.4300 -3.8359 -0.5235 0.02 0.04 0.01 -0.0019
C -2.3455 -3.0526 -0.1653 -0.05 0.04 -0.01 0.0253
C 0.8239 -1.1873 -2.1360 -0.05 -0.01 -0.04 0.0416
C 1.7235 -2.2166 -2.4111 0.07 0.02 0.03 0.0099
C 2.5178 -2.1491 -3.5444 0.00 0.03 -0.01 0.0096
C 2.4017 -1.0678 -4.4117 0.00 0.00 0.02 -0.0001
C 1.4933 -0.0515 -4.1496 0.01 -0.03 0.02 0.0121
C 0.7040 -0.1032 -3.0077 -0.05 -0.03 -0.05 0.0209
H -0.1476 -2.3764 1.4037 -0.02 -0.07 0.00 0.0001
H 1.0971 -2.9860 0.3267 0.05 -0.01 0.02 0.0069
H 2.3595 -0.7570 0.6621 -0.05 -0.01 0.00 -0.0003
H 2.1222 -1.6313 2.1753 0.02 -0.02 0.02 0.0001
H 0.7478 1.4203 4.7141 0.00 -0.02 0.01 0.0003
H 2.4026 2.8024 5.8944 0.00 -0.01 -0.02 -0.0001
H 4.4670 3.5228 4.7459 -0.01 -0.01 -0.01 0.0005
H 4.8757 2.8585 2.3983 -0.01 -0.01 0.01 -0.0002
H 3.2264 1.4717 1.2028 0.00 0.02 0.02 0.0081
H 0.9846 -1.5590 4.2340 -0.01 0.00 -0.01 0.0000
H -0.6340 -2.4685 5.8431 -0.01 0.01 -0.01 0.0001
H -2.9986 -1.7498 5.7711 0.02 0.01 -0.01 0.0000
H -3.7496 -0.1168 4.0729 0.03 0.01 -0.01 0.0000
H -2.1426 0.7865 2.4372 0.00 0.00 0.05 0.0056
H -1.5507 -1.8210 -3.2376 0.02 -0.02 0.00 0.0014
H -3.4873 -3.2074 -3.8541 0.01 0.00 0.01 -0.0007
H -4.6820 -4.5111 -2.1272 0.01 0.02 0.00 0.0016
H -3.9643 -4.3941 0.2344 0.02 0.01 -0.02 -0.0007
H -2.0617 -2.9909 0.8783 0.01 -0.03 -0.01 0.0011
H 1.8127 -3.0710 -1.7503 -0.01 0.02 -0.03 0.0004
H 3.2204 -2.9444 -3.7568 -0.01 0.01 0.00 0.0008
H 3.0158 -1.0263 -5.3023 -0.01 0.00 0.01 -0.0002
H 1.3963 0.7857 -4.8286 -0.01 -0.01 0.01 0.0002
H -0.0126 0.6874 -2.8081 0.03 -0.02 -0.01 0.0025
O -4.8075 4.7543 -1.6013 -0.04 -0.02 -0.04 0.0000
S -4.6026 3.4880 -2.2328 -0.24 0.26 -0.16 0.0006
O -5.1978 3.2089 -3.5029 0.01 0.02 0.05 0.0007
N -2.9862 3.1685 -2.2925 0.05 -0.14 0.03 0.0013
C -2.6961 2.1788 -1.5294 0.47 -0.14 0.16 0.0084
O -1.4651 1.7337 -1.4415 -0.33 0.27 -0.28 0.0725
C -3.8308 1.5390 -0.7845 0.10 -0.01 -0.04 0.0015
C -3.8475 0.4486 0.0670 -0.05 -0.02 0.05 -0.0006
C -5.0676 0.0332 0.5917 0.02 0.04 -0.04 0.0000
C -6.2454 0.6980 0.2614 0.02 -0.02 0.02 -0.0001
C -6.2288 1.7919 -0.5972 0.01 0.06 0.02 0.0001
C -5.0067 2.1883 -1.0978 -0.09 -0.11 0.03 0.0001
H -2.9373 -0.0801 0.3201 -0.01 -0.08 -0.03 -0.0009
H -5.1040 -0.8239 1.2533 0.00 0.01 -0.01 0.0000
H -7.1866 0.3569 0.6727 0.02 0.00 0.00 0.0000
H -7.1392 2.3137 -0.8615 0.02 -0.02 -0.01 0.0000
F 7.9065 0.9443 -3.0804 -0.08 0.01 0.03 0.0351
C 6.6669 1.1829 -2.7000 0.14 -0.04 -0.04 0.1015
C 6.0578 2.3808 -3.0511 0.11 0.03 -0.06 -0.0124
F 6.7317 3.2705 -3.7665 -0.04 -0.04 0.04 -0.0112
C 4.7613 2.6224 -2.6563 -0.06 -0.05 0.00 0.0784
F 4.2034 3.7630 -3.0139 -0.04 -0.05 0.05 0.0226
C 4.0318 1.6832 -1.8898 0.06 -0.11 -0.05 0.0623
S 2.4273 1.9665 -1.4389 -0.12 0.21 0.13 0.5893
C 4.6967 0.4826 -1.5543 -0.02 0.06 -0.01 0.0714
F 4.0689 -0.4501 -0.8368 0.01 0.08 -0.02 0.0181
C 5.9840 0.2277 -1.9512 0.11 -0.06 0.00 -0.0090
F 6.5886 -0.9122 -1.6327 -0.03 0.05 -0.01 -0.0097
```
Forces are in eV/Å.